Entry 1:
{"formula": "C22H21N3O5", "method": "ωB97M-V with the def2-TZVPD basis set", "relative_energy_kcal_mol": 72.5, "e_lumo_ev": 0.4, "orbital_gap_ev": 8.709, "homo_ev": -8.34, "total_charge": 0, "multiplicity": 1, "symbols": ["C", "C", "O", "C", "O", "C", "C", "C", "C", "C", "C", "C", "C", "N", "C", "O", "N", "C", "C", "C", "C", "C", "O", "C", "C", "N", "C", "O", "C", "C", "H", "H", "H", "H", "H", "H", "H", "H", "H", "H", "H", "H", "H", "H", "H", "H", "H", "H", "H", "H", "H"], "positions_angstrom": [[-3.050, -2.771, 2.517], [-2.230, -2.729, 1.235], [-2.072, -1.393, 0.762], [-1.068, -0.675, 1.290], [-0.313, -1.115, 2.133], [-1.001, 0.694, 0.784], [-1.762, 1.206, -0.211], [-2.634, 0.433, -1.113], [-2.094, -0.557, -1.929], [-2.907, -1.251, -2.804], [-4.262, -0.966, -2.873], [-4.801, 0.024, -2.070], [-3.990, 0.729, -1.199], [-1.737, 2.558, -0.451], [-1.249, 3.494, 0.458], [-1.492, 4.673, 0.329], [-0.553, 2.960, 1.486], [-0.013, 1.617, 1.475], [1.325, 1.516, 0.760], [1.723, 2.424, -0.206], [2.923, 2.237, -0.866], [3.747, 1.156, -0.584], [4.909, 1.112, -1.316], [5.593, -0.111, -1.495], [4.726, -1.183, -1.944], [4.013, -2.003, -2.297], [3.361, 0.243, 0.413], [4.207, -0.794, 0.707], [3.740, -1.817, 1.557], [2.150, 0.440, 1.061], [-2.521, -2.252, 3.312], [-3.210, -3.803, 2.814], [-4.013, -2.291, 2.360], [-1.241, -3.168, 1.405], [-2.738, -3.254, 0.424], [-1.037, -0.770, -1.873], [-2.483, -2.017, -3.436], [-4.896, -1.515, -3.554], [-5.856, 0.249, -2.122], [-4.412, 1.497, -0.565], [-2.308, 2.931, -1.197], [-0.127, 3.626, 2.112], [0.113, 1.284, 2.511], [1.111, 3.277, -0.456], [3.248, 2.928, -1.626], [6.102, -0.433, -0.576], [6.339, 0.093, -2.272], [3.605, -1.455, 2.581], [4.515, -2.582, 1.542], [2.802, -2.242, 1.192], [1.820, -0.255, 1.815]], "nbo_charge": [-0.633, -0.071, -0.512, 0.788, -0.637, -0.230, 0.284, -0.105, -0.157, -0.212, -0.201, -0.227, -0.144, -0.620, 0.784, -0.628, -0.613, -0.062, -0.031, -0.227, -0.224, 0.223, -0.480, -0.169, 0.259, -0.308, 0.310, -0.531, -0.251, -0.306, 0.222, 0.215, 0.211, 0.198, 0.190, 0.225, 0.219, 0.216, 0.217, 0.209, 0.428, 0.417, 0.236, 0.219, 0.228, 0.233, 0.232, 0.180, 0.200, 0.191, 0.249]}



Entry 2:
{"formula": "C22H21N3PtS5", "method": "ωB97M-V with the def2-TZVPD basis set", "relative_energy_kcal_mol": 58.3, "e_lumo_ev": -8.4, "orbital_gap_ev": 4.987, "homo_ev": -13.36, "total_charge": 2, "multiplicity": 1, "symbols": ["Pt", "S", "C", "C", "C", "C", "C", "C", "S", "C", "C", "C", "C", "C", "C", "C", "S", "C", "C", "C", "C", "C", "C", "S", "N", "H", "H", "H", "H", "H", "H", "H", "H", "H", "H", "H", "H", "H", "H", "H", "S", "C", "N", "C", "C", "N", "H", "H", "H", "H", "H", "H"], "positions_angstrom": [[0.368, -0.252, 0.417], [2.330, 1.469, 0.919], [3.314, 0.458, 1.907], [4.176, 1.106, 2.811], [4.952, 0.383, 3.689], [4.920, -1.006, 3.661], [4.102, -1.666, 2.748], [3.297, -0.951, 1.878], [2.234, -1.943, 0.819], [3.043, -1.815, -0.829], [2.371, -1.015, -1.910], [2.812, -1.180, -3.220], [2.215, -0.444, -4.228], [1.250, 0.496, -3.898], [0.882, 0.638, -2.567], [-0.035, 1.765, -2.183], [-1.136, 1.536, -0.733], [-2.421, 0.537, -1.493], [-3.370, 1.219, -2.238], [-4.403, 0.530, -2.856], [-4.494, -0.849, -2.713], [-3.556, -1.536, -1.971], [-2.497, -0.856, -1.347], [-1.370, -1.825, -0.447], [1.413, -0.139, -1.622], [4.206, 2.186, 2.812], [5.578, 0.902, 4.396], [5.535, -1.575, 4.339], [4.094, -2.745, 2.713], [3.144, -2.850, -1.165], [4.041, -1.416, -0.641], [3.609, -1.870, -3.441], [2.508, -0.591, -5.255], [0.815, 1.123, -4.658], [-0.682, 2.026, -3.021], [0.568, 2.639, -1.919], [-3.296, 2.293, -2.332], [-5.131, 1.068, -3.442], [-5.305, -1.386, -3.176], [-3.618, -2.608, -1.861], [-0.131, -0.026, 2.861], [-1.778, 0.379, 2.701], [-2.254, 1.614, 2.611], [-3.708, 1.632, 2.599], [-4.067, 0.132, 2.645], [-2.764, -0.509, 2.686], [-1.698, 2.449, 2.676], [-4.076, 2.118, 1.694], [-4.086, 2.178, 3.466], [-4.617, -0.188, 1.758], [-4.647, -0.135, 3.530], [-2.640, -1.498, 2.830]], "nbo_charge": [0.750, -0.031, -0.242, -0.202, -0.142, -0.202, -0.213, -0.177, 0.539, -0.575, 0.226, -0.214, -0.096, -0.214, 0.217, -0.561, 0.465, -0.181, -0.231, -0.207, -0.149, -0.211, -0.226, -0.092, -0.457, 0.240, 0.245, 0.245, 0.238, 0.274, 0.284, 0.251, 0.255, 0.250, 0.270, 0.273, 0.231, 0.245, 0.245, 0.241, 0.019, 0.332, -0.542, -0.235, -0.236, -0.523, 0.447, 0.225, 0.236, 0.229, 0.237, 0.452]}



What did the first record say?
{"formula": "C22H21N3O5", "method": "ωB97M-V with the def2-TZVPD basis set", "relative_energy_kcal_mol": 72.5, "e_lumo_ev": 0.4, "orbital_gap_ev": 8.709, "homo_ev": -8.34, "total_charge": 0, "multiplicity": 1, "symbols": ["C", "C", "O", "C", "O", "C", "C", "C", "C", "C", "C", "C", "C", "N", "C", "O", "N", "C", "C", "C", "C", "C", "O", "C", "C", "N", "C", "O", "C", "C", "H", "H", "H", "H", "H", "H", "H", "H", "H", "H", "H", "H", "H", "H", "H", "H", "H", "H", "H", "H", "H"], "positions_angstrom": [[-3.050, -2.771, 2.517], [-2.230, -2.729, 1.235], [-2.072, -1.393, 0.762], [-1.068, -0.675, 1.290], [-0.313, -1.115, 2.133], [-1.001, 0.694, 0.784], [-1.762, 1.206, -0.211], [-2.634, 0.433, -1.113], [-2.094, -0.557, -1.929], [-2.907, -1.251, -2.804], [-4.262, -0.966, -2.873], [-4.801, 0.024, -2.070], [-3.990, 0.729, -1.199], [-1.737, 2.558, -0.451], [-1.249, 3.494, 0.458], [-1.492, 4.673, 0.329], [-0.553, 2.960, 1.486], [-0.013, 1.617, 1.475], [1.325, 1.516, 0.760], [1.723, 2.424, -0.206], [2.923, 2.237, -0.866], [3.747, 1.156, -0.584], [4.909, 1.112, -1.316], [5.593, -0.111, -1.495], [4.726, -1.183, -1.944], [4.013, -2.003, -2.297], [3.361, 0.243, 0.413], [4.207, -0.794, 0.707], [3.740, -1.817, 1.557], [2.150, 0.440, 1.061], [-2.521, -2.252, 3.312], [-3.210, -3.803, 2.814], [-4.013, -2.291, 2.360], [-1.241, -3.168, 1.405], [-2.738, -3.254, 0.424], [-1.037, -0.770, -1.873], [-2.483, -2.017, -3.436], [-4.896, -1.515, -3.554], [-5.856, 0.249, -2.122], [-4.412, 1.497, -0.565], [-2.308, 2.931, -1.197], [-0.127, 3.626, 2.112], [0.113, 1.284, 2.511], [1.111, 3.277, -0.456], [3.248, 2.928, -1.626], [6.102, -0.433, -0.576], [6.339, 0.093, -2.272], [3.605, -1.455, 2.581], [4.515, -2.582, 1.542], [2.802, -2.242, 1.192], [1.820, -0.255, 1.815]], "nbo_charge": [-0.633, -0.071, -0.512, 0.788, -0.637, -0.230, 0.284, -0.105, -0.157, -0.212, -0.201, -0.227, -0.144, -0.620, 0.784, -0.628, -0.613, -0.062, -0.031, -0.227, -0.224, 0.223, -0.480, -0.169, 0.259, -0.308, 0.310, -0.531, -0.251, -0.306, 0.222, 0.215, 0.211, 0.198, 0.190, 0.225, 0.219, 0.216, 0.217, 0.209, 0.428, 0.417, 0.236, 0.219, 0.228, 0.233, 0.232, 0.180, 0.200, 0.191, 0.249]}